1.
{
  "formula": "C38H49ClN4O4PSc",
  "method": "the ωB97M-V functional and the def2-TZVPD basis",
  "orbital_gap_ev": [3.79, 3.79],
  "e_lumo_ev": [0.31, 0.31],
  "relative_energy_kcal_mol": 46.6,
  "homo_energy_ev": [-3.48, -3.47],
  "species": ["O", "C", "C", "C", "H", "C", "H", "C", "H", "C", "H", "C", "H", "H", "C", "C", "H", "H", "H", "C", "C", "H", "H", "H", "H", "Sc", "Cl", "C", "O", "N", "C", "C", "H", "H", "H", "H", "H", "H", "H", "H", "H", "C", "C", "N", "H", "C", "O", "H", "H", "H", "H", "H", "H", "C", "C", "N", "H", "C", "O", "H", "H", "H", "H", "N", "P", "C", "C", "C", "C", "C", "C", "C", "C", "C", "C", "C", "C", "C", "C", "C", "C", "C", "C", "H", "H", "H", "H", "H", "H", "H", "H", "H", "H", "H", "H", "H", "H", "H"],
  "xyz": [[1.85, -1.49, -4.02], [0.78, -0.87, -4.16], [0.45, 0.58, -4.19], [0.40, 1.61, -3.21], [0.30, 1.42, -2.13], [0.55, 2.91, -3.70], [0.70, 3.76, -3.03], [0.58, 3.15, -5.08], [0.76, 4.15, -5.48], [0.35, 2.11, -5.99], [0.38, 2.25, -7.05], [0.17, 0.83, -5.52], [0.00, -0.04, -6.16], [-0.20, -1.43, -4.03], [-2.09, -2.38, -2.67], [-1.85, -1.20, -1.83], [-2.71, -2.22, -3.56], [-2.71, -3.01, -1.99], [-1.26, -2.99, -3.06], [-2.27, 0.00, -2.23], [-3.75, 0.04, -2.59], [-1.78, 0.98, -2.32], [-3.96, 0.22, -3.66], [-4.25, 0.84, -1.99], [-4.19, -0.96, -2.33], [-1.10, -1.35, 0.01], [-3.42, -0.98, 0.64], [-1.11, -1.49, 2.75], [-0.37, -2.05, 1.88], [-1.24, -2.05, 3.93], [-0.30, -3.13, 4.23], [-2.13, -1.49, 4.94], [-1.66, -0.53, 2.54], [0.01, -3.60, 3.29], [-0.81, -3.83, 4.88], [0.59, -2.71, 4.72], [-2.95, -0.99, 4.39], [-1.58, -0.75, 5.53], [-2.50, -2.33, 5.54], [4.59, 0.52, -2.84], [3.99, 1.33, -0.70], [3.63, 0.00, -2.85], [3.57, 0.36, -0.45], [3.31, -0.44, -1.48], [3.69, -0.87, -3.51], [2.65, -1.69, -1.25], [1.72, -1.80, -0.45], [3.64, -0.06, 0.55], [2.93, -2.45, -1.98], [2.86, 0.69, -3.21], [1.25, 0.34, -0.07], [-0.10, -6.73, 0.37], [1.85, -6.85, -1.29], [-0.64, -6.13, -0.38], [1.25, -6.24, -1.98], [0.32, -5.42, -1.21], [-1.31, -5.43, 0.12], [0.29, -4.09, -1.31], [-0.51, -3.39, -0.62], [1.90, -5.60, -2.57], [1.01, -3.66, -2.04], [-1.22, -6.83, -0.99], [0.69, -6.92, -2.64], [0.28, 0.48, 0.22], [0.17, 1.71, 1.27], [1.23, 3.19, 1.26], [0.67, 4.49, 1.34], [1.49, 5.60, 1.57], [2.87, 5.44, 1.74], [3.43, 4.16, 1.67], [2.61, 3.04, 1.45], [-1.48, 2.37, 1.08], [-2.51, 2.11, 1.99], [-3.82, 2.45, 1.65], [-4.11, 3.02, 0.41], [-3.08, 3.25, -0.51], [-1.77, 2.95, -0.17], [0.43, 1.16, 2.97], [1.32, 0.10, 3.21], [1.69, -0.22, 4.51], [1.16, 0.48, 5.59], [0.28, 1.54, 5.35], [-0.05, 1.91, 4.05], [-0.40, 4.64, 1.23], [1.04, 6.59, 1.63], [3.50, 6.30, 1.95], [4.50, 4.02, 1.80], [3.06, 2.05, 1.43], [-2.29, 1.64, 2.95], [-4.61, 2.25, 2.36], [-5.14, 3.27, 0.15], [-3.30, 3.69, -1.49], [-0.96, 3.15, -0.88], [1.73, -0.46, 2.36], [2.41, -1.03, 4.68], [1.44, 0.21, 6.61], [-0.14, 2.10, 6.19], [-0.68, 2.79, 3.88]]
}

***

2.
{
  "formula": "C6H8FN2",
  "method": "the ωB97M-V functional and the def2-TZVPD basis",
  "orbital_gap_ev": 10.92,
  "e_lumo_ev": -5.18,
  "smiles": "FCC[n+]1ccccn1",
  "relative_energy_kcal_mol": 0.0,
  "total_charge": 1,
  "homo_energy_ev": -16.10,
  "species": ["F", "C", "C", "N", "C", "C", "C", "C", "N", "H", "H", "H", "H", "H", "H", "H", "H"],
  "xyz": [[2.07, -0.40, 1.46], [2.43, 0.18, 0.25], [1.47, -0.33, -0.82], [0.06, -0.19, -0.39], [-0.42, 0.95, 0.09], [-1.75, 1.04, 0.48], [-2.51, -0.10, 0.40], [-1.91, -1.24, -0.15], [-0.65, -1.29, -0.52], [3.44, -0.14, -0.02], [2.42, 1.26, 0.37], [1.61, -1.39, -1.01], [1.60, 0.22, -1.75], [0.26, 1.79, 0.15], [-2.13, 1.96, 0.91], [-3.54, -0.13, 0.74], [-2.44, -2.19, -0.22]]
}

***

3.
{
  "formula": "C22H49BrI2O12P3",
  "method": "the ωB97M-V functional and the def2-TZVPD basis",
  "orbital_gap_ev": 5.19,
  "e_lumo_ev": 1.91,
  "total_charge": -1,
  "homo_energy_ev": -3.29,
  "species": ["C", "C", "I", "C", "I", "C", "Br", "H", "H", "H", "H", "O", "P", "O", "C", "C", "O", "C", "C", "O", "C", "C", "H", "H", "H", "H", "H", "H", "H", "H", "H", "H", "H", "H", "H", "H", "H", "O", "P", "O", "C", "C", "O", "C", "C", "O", "C", "C", "H", "H", "H", "H", "H", "H", "H", "H", "H", "H", "H", "H", "H", "H", "H", "O", "P", "O", "C", "C", "O", "C", "C", "O", "C", "C", "H", "H", "H", "H", "H", "H", "H", "H", "H", "H", "H", "H", "H", "H", "H"],
  "xyz": [[0.21, 6.47, 4.49], [-0.68, 5.25, 4.50], [0.26, 3.43, 5.05], [-1.97, 5.30, 4.17], [-3.15, 3.37, 4.23], [-2.61, 6.51, 3.78], [-4.23, 6.83, 4.83], [1.22, 6.21, 4.18], [-0.23, 7.17, 3.79], [0.20, 6.95, 5.47], [-2.89, 6.45, 2.72], [-2.15, -2.48, 0.67], [-3.28, -1.58, 0.35], [-2.92, -0.82, -1.03], [-2.69, -1.59, -2.21], [-3.90, -2.40, -2.65], [-3.08, -0.35, 1.37], [-2.34, -0.48, 2.59], [-0.96, 0.12, 2.45], [-4.86, -1.52, 0.35], [-5.62, -0.29, 0.39], [-5.72, 0.44, -0.93], [-1.83, -2.25, -2.05], [-2.42, -0.88, -2.99], [-4.13, -3.19, -1.92], [-3.72, -2.88, -3.61], [-4.79, -1.77, -2.73], [-2.29, -1.52, 2.90], [-2.89, 0.06, 3.37], [-0.47, -0.20, 1.52], [-0.33, -0.15, 3.29], [-1.03, 1.21, 2.41], [-5.25, 0.37, 1.18], [-6.62, -0.60, 0.70], [-4.80, 0.96, -1.17], [-6.51, 1.19, -0.86], [-5.95, -0.24, -1.74], [1.61, 6.41, 1.02], [2.11, 5.13, 0.47], [2.72, 5.56, -0.99], [3.80, 6.49, -1.03], [5.05, 6.00, -0.33], [0.73, 4.39, 0.05], [-0.48, 4.70, 0.78], [-1.35, 5.65, -0.01], [2.92, 3.77, 0.66], [2.80, 2.63, -0.21], [3.54, 2.73, -1.52], [3.47, 7.44, -0.60], [4.01, 6.66, -2.09], [4.89, 5.91, 0.75], [5.88, 6.69, -0.49], [5.34, 5.01, -0.69], [-0.25, 5.10, 1.76], [-1.01, 3.76, 0.94], [-0.77, 6.48, -0.41], [-2.15, 6.04, 0.61], [-1.80, 5.13, -0.87], [1.75, 2.38, -0.37], [3.22, 1.81, 0.37], [3.03, 3.38, -2.23], [3.60, 1.74, -1.97], [4.55, 3.12, -1.38], [2.65, -8.37, -2.19], [1.84, -7.28, -1.65], [2.14, -5.95, -2.53], [1.87, -5.97, -3.93], [0.41, -6.19, -4.26], [2.62, -6.89, -0.28], [3.47, -7.83, 0.37], [4.93, -7.53, 0.09], [0.40, -6.96, -1.09], [0.08, -5.86, -0.21], [-0.06, -4.52, -0.89], [2.49, -6.74, -4.41], [2.20, -5.01, -4.32], [0.08, -7.19, -3.96], [0.24, -6.08, -5.33], [-0.22, -5.48, -3.72], [3.22, -8.85, 0.08], [3.28, -7.75, 1.45], [5.09, -7.35, -0.98], [5.57, -8.36, 0.40], [5.25, -6.64, 0.62], [0.77, -5.80, 0.62], [-0.89, -6.12, 0.22], [0.92, -4.09, -1.14], [-0.55, -3.81, -0.22], [-0.64, -4.59, -1.81]]
}

***

4.
{
  "formula": "C38H40CrGeN7O4P",
  "method": "the ωB97M-V functional and the def2-TZVPD basis",
  "multiplicity": 6,
  "orbital_gap_ev": [7.13, 7.04],
  "e_lumo_ev": [-2.30, -3.01],
  "s_squared": 8.76,
  "relative_energy_kcal_mol": 0.0,
  "total_charge": 1,
  "homo_energy_ev": [-9.43, -10.06],
  "species": ["Cr", "C", "N", "C", "C", "N", "C", "P", "C", "N", "C", "C", "N", "C", "C", "N", "C", "C", "N", "C", "H", "H", "H", "H", "H", "H", "H", "H", "H", "H", "H", "H", "H", "H", "H", "C", "C", "N", "O", "H", "H", "H", "H", "H", "O", "C", "C", "C", "C", "C", "C", "C", "O", "O", "H", "H", "H", "H", "H", "C", "Ge", "C", "C", "C", "C", "C", "C", "C", "C", "C", "C", "C", "C", "C", "C", "C", "C", "H", "H", "H", "H", "H", "H", "H", "H", "H", "H", "H", "H", "H", "H", "H"],
  "xyz": [[-1.84, -0.08, -0.73], [-5.27, -1.38, 3.26], [-4.84, -0.89, 1.97], [-5.64, -0.53, 0.92], [-4.81, -0.14, -0.09], [-3.51, -0.25, 0.33], [-3.55, -0.70, 1.58], [-2.10, -1.20, 2.57], [-1.20, 0.38, 2.43], [-0.81, 0.99, 1.33], [-0.33, 2.20, 1.71], [-0.39, 2.31, 3.07], [-0.94, 1.15, 3.53], [-1.10, 0.76, 4.92], [-1.34, -2.19, 1.23], [-1.40, -1.94, -0.08], [-0.94, -3.06, -0.71], [-0.60, -4.00, 0.23], [-0.86, -3.44, 1.45], [-0.66, -4.07, 2.74], [-6.36, -1.36, 3.29], [-4.88, -0.75, 4.06], [-4.93, -2.40, 3.42], [-6.71, -0.59, 0.97], [-5.06, 0.20, -1.08], [0.05, 2.91, 0.99], [-0.12, 3.11, 3.74], [-0.51, 1.42, 5.54], [-0.76, -0.26, 5.06], [-2.15, 0.83, 5.23], [-0.92, -3.13, -1.78], [-0.20, -4.99, 0.13], [-0.22, -5.06, 2.59], [-1.60, -4.18, 3.26], [0.02, -3.47, 3.35], [0.88, 0.12, -4.14], [0.20, 0.62, -2.90], [0.27, 1.92, -2.64], [-0.36, -0.18, -2.11], [1.01, 0.92, -4.86], [0.28, -0.67, -4.59], [1.85, -0.30, -3.88], [0.67, 2.57, -3.30], [-0.27, 2.28, -1.86], [-4.19, 2.26, -4.67], [-3.77, 3.35, -4.01], [-4.00, 4.60, -4.57], [-3.58, 5.75, -3.93], [-2.90, 5.67, -2.71], [-2.67, 4.44, -2.15], [-3.09, 3.26, -2.79], [-2.79, 1.95, -2.18], [-3.19, 0.88, -2.72], [-2.09, 1.90, -1.11], [-3.94, 1.48, -4.13], [-4.53, 4.65, -5.52], [-3.77, 6.71, -4.38], [-2.58, 6.57, -2.21], [-2.16, 4.34, -1.20], [1.85, -1.11, 2.40], [1.72, -0.42, 0.50], [2.83, 1.24, 0.39], [3.23, 1.67, -0.88], [3.94, 2.85, -1.03], [4.27, 3.61, 0.08], [3.88, 3.19, 1.34], [3.15, 2.02, 1.49], [2.70, -1.87, -0.52], [2.10, -2.41, -1.63], [2.56, -3.60, -2.22], [3.61, -4.27, -1.66], [4.30, -3.73, -0.55], [5.42, -4.38, 0.02], [6.11, -3.82, 1.06], [5.73, -2.56, 1.56], [4.64, -1.91, 1.04], [3.87, -2.49, 0.00], [2.21, -2.14, 2.36], [0.88, -1.11, 2.90], [2.54, -0.53, 3.01], [2.99, 1.07, -1.74], [4.24, 3.18, -2.02], [4.83, 4.53, -0.04], [4.14, 3.78, 2.21], [2.84, 1.71, 2.48], [1.22, -1.93, -2.04], [2.06, -3.99, -3.09], [3.95, -5.22, -2.07], [5.73, -5.33, -0.40], [6.95, -4.34, 1.49], [6.31, -2.10, 2.34], [4.37, -0.93, 1.39]]
}

***

- Which formula does entry 3 have?
  C22H49BrI2O12P3